Entry 1:
Here is an isolated molecule of C5H6O at a distorted geometry from OMol25. Energies are from wB97M-V/def2-TZVPD.

CARTESIAN COORDINATES (ANGSTROEM)
C: 0.010 -1.351 -0.191
C: -0.739 -0.159 0.326
C: 0.591 -0.527 0.910
C: 0.360 0.819 0.386
O: 0.962 1.183 -0.876
C: 0.114 1.381 -1.851
H: 0.454 -1.337 -1.187
H: -0.377 -2.325 0.110
H: -1.713 -0.124 0.786
H: 0.807 -0.792 1.928
H: 0.303 1.661 1.069
H: -0.865 1.603 -1.329

Properties
Total charge: 0
Gap between HOMO and LUMO (eV): 9.2
2S+1: 1
M (g/mol): 82.1
HOMO energy (eV): -8.470
Energy (Eh): -269.1532

Mulliken population analysis, charges in e, atoms 1 to 2: -0.434, -0.311


Entry 2:
Here is an isolated molecule of C5H6O at a distorted geometry from OMol25. Energies are from wB97M-V/def2-TZVPD.

CARTESIAN COORDINATES (ANGSTROEM)
C: 0.842 1.538 0.691
C: 0.279 0.262 0.190
C: -0.364 -0.776 0.777
C: -0.851 -1.595 -0.312
C: -0.367 -1.019 -1.431
O: 0.298 0.119 -1.172
H: 0.868 1.533 1.782
H: 0.210 2.376 0.368
H: 1.848 1.706 0.302
H: -0.406 -0.946 1.849
H: -1.855 -1.858 -0.592
H: -0.503 -1.340 -2.451

Properties
Total charge: 0
Gap between HOMO and LUMO (eV): 9.7
2S+1: 1
M (g/mol): 82.1
SMILES string: Cc1ccco1
HOMO energy (eV): -8.572
Energy (Eh): -269.3036

Mulliken population analysis, charges in e, atoms 1 to 2: -1.076, 0.473


Entry 3:
Here is a structure of composition C5H6O from OMol25. Energies are from wB97M-V/def2-TZVPD.

CARTESIAN COORDINATES (ANGSTROEM)
C: -0.845 -1.403 0.927
C: -0.206 -0.265 0.146
C: 1.167 0.374 0.091
C: 0.794 1.215 -1.125
C: -0.583 0.789 -0.622
O: 1.999 0.633 0.924
H: -0.228 -2.313 0.925
H: -1.822 -1.709 0.532
H: -0.999 -1.165 1.987
H: 0.983 0.849 -2.141
H: 1.186 2.230 -1.017
H: -1.515 1.312 -0.806

Properties
Total charge: 0
Gap between HOMO and LUMO (eV): 10.4
2S+1: 1
M (g/mol): 82.1
HOMO energy (eV): -9.433
Energy (Eh): -269.2899

Mulliken population analysis, charges in e, atoms 1 to 2: -1.088, 0.434


Entry 4:
Here is a structure of composition C5H6O from OMol25. Energies are from wB97M-V/def2-TZVPD.

CARTESIAN COORDINATES (ANGSTROEM)
C: -0.678 0.976 1.402
C: -1.293 1.249 0.245
C: -0.246 0.223 0.022
C: 1.075 0.280 -0.759
O: 0.836 -1.047 -1.248
C: -0.408 -1.182 -0.545
H: -0.933 0.849 2.450
H: 0.303 0.223 1.296
H: 1.064 1.027 -1.559
H: 2.007 0.357 -0.187
H: -0.394 -2.010 0.175
H: -1.268 -1.283 -1.217

Properties
Total charge: 0
Gap between HOMO and LUMO (eV): 10.2
2S+1: 1
M (g/mol): 82.1
HOMO energy (eV): -9.338
Energy (Eh): -269.1096

Mulliken population analysis, charges in e, atoms 1 to 2: -0.197, -0.916


Entry 5:
Here is an isolated molecule of C5H6O from OMol25. Energies are from wB97M-V/def2-TZVPD.

CARTESIAN COORDINATES (ANGSTROEM)
C: 1.409 -0.888 -0.913
C: 0.212 -0.189 -0.377
C: -0.949 -0.591 0.203
C: -1.462 0.552 0.907
C: -0.593 1.562 0.663
O: 0.421 1.132 -0.127
H: 1.181 -1.900 -1.250
H: 2.129 -0.956 -0.089
H: 1.881 -0.319 -1.718
H: -1.379 -1.585 0.171
H: -2.326 0.587 1.557
H: -0.523 2.595 0.971

Properties
Total charge: 0
Gap between HOMO and LUMO (eV): 9.6
2S+1: 1
M (g/mol): 82.1
SMILES string: Cc1ccco1
HOMO energy (eV): -8.459
Energy (Eh): -269.3366

Mulliken population analysis, charges in e, atoms 1 to 2: -1.068, 0.420


Entry 6:
Here is a structure of composition C5H6O from OMol25. Energies are from wB97M-V/def2-TZVPD.

CARTESIAN COORDINATES (ANGSTROEM)
C: -1.149 0.479 -0.095
C: 0.291 0.946 -0.221
C: 1.082 0.001 0.664
C: 0.718 -0.473 -0.682
O: 0.173 -0.834 1.373
C: -0.545 -0.918 0.108
H: -1.785 0.864 0.708
H: -1.648 0.558 -1.066
H: 0.610 1.974 -0.392
H: 2.075 0.251 1.023
H: 1.316 -1.025 -1.404
H: -1.138 -1.824 -0.017

Properties
Total charge: 0
Gap between HOMO and LUMO (eV): 10.4
2S+1: 1
M (g/mol): 82.1
HOMO energy (eV): -9.270
Energy (Eh): -269.2336

Mulliken population analysis, charges in e, atoms 1 to 2: -0.464, -0.503


Entry 7:
Here is an isolated molecule of C5H6O from OMol25. Energies are from wB97M-V/def2-TZVPD.

CARTESIAN COORDINATES (ANGSTROEM)
C: 2.775 -0.597 0.159
C: 1.941 -0.267 -0.661
C: 0.694 0.335 -0.135
O: 0.766 1.400 0.427
C: -0.568 -0.496 -0.133
C: -1.748 0.465 -0.130
H: 3.342 -0.702 1.052
H: -0.573 -1.198 -0.973
H: -0.548 -1.099 0.788
H: -1.588 1.211 0.652
H: -1.798 0.999 -1.085
H: -2.693 -0.051 0.040

Properties
Total charge: 0
Gap between HOMO and LUMO (eV): 10.3
2S+1: 1
M (g/mol): 82.1
SMILES string: C#CC(=O)CC
HOMO energy (eV): -10.059
Energy (Eh): -269.2409

Mulliken population analysis, charges in e, atoms 1 to 2: -0.214, -0.538


Entry 8:
Here is an isolated molecule of C5H6O from OMol25. Energies are from wB97M-V/def2-TZVPD.

CARTESIAN COORDINATES (ANGSTROEM)
O: -1.811 -1.384 -0.614
C: -0.926 -0.691 -0.184
C: 0.493 -1.165 0.185
C: 1.275 0.120 0.122
C: 0.490 1.174 -0.103
C: -0.974 0.828 0.013
H: 0.855 -1.878 -0.568
H: 0.491 -1.681 1.155
H: 2.360 0.169 0.119
H: 0.884 2.112 -0.465
H: -1.361 1.017 1.029
H: -1.657 1.319 -0.687

Properties
Total charge: 0
Gap between HOMO and LUMO (eV): 10.5
2S+1: 1
M (g/mol): 82.1
SMILES string: O=C1CC=CC1
HOMO energy (eV): -9.469
Energy (Eh): -269.3335

Mulliken population analysis, charges in e, atoms 1 to 2: -0.551, 0.303


Entry 9:
Here is a structure of composition C5H6O from OMol25. Energies are from wB97M-V/def2-TZVPD.

CARTESIAN COORDINATES (ANGSTROEM)
C: -0.615 0.951 -0.282
C: 0.289 -0.084 -0.962
C: 1.028 -0.698 0.267
O: 0.849 0.178 1.388
C: -0.565 0.110 1.011
C: -0.333 -1.339 0.367
H: -1.613 0.994 -0.734
H: -0.202 1.962 -0.169
H: 0.791 -0.005 -1.933
H: 2.007 -1.171 0.154
H: -1.254 0.301 1.841
H: -0.515 -0.970 -1.114

Properties
Total charge: 0
Gap between HOMO and LUMO (eV): 9.4
2S+1: 1
M (g/mol): 82.1
HOMO energy (eV): -8.636
Energy (Eh): -269.1511

Mulliken population analysis, charges in e, atoms 1 to 2: -0.628, -0.337


Entry 10:
Here is an isolated molecule of C5H6O from OMol25. Energies are from wB97M-V/def2-TZVPD.

CARTESIAN COORDINATES (ANGSTROEM)
C: 0.743 -1.756 0.685
C: -0.092 -0.493 0.687
O: -1.250 -0.499 1.056
C: 0.511 0.681 0.019
C: -0.332 1.420 -0.824
C: -1.341 1.523 -1.598
H: 0.504 -2.373 1.553
H: 1.818 -1.574 0.615
H: 0.437 -2.306 -0.214
H: 1.551 0.962 0.157
H: 0.036 2.226 -0.072
H: -2.235 2.124 -1.614

Properties
Total charge: 0
Gap between HOMO and LUMO (spin up / spin down) (eV): 7.6 / 7.8
2S+1: 1
M (g/mol): 82.1
HOMO energy (spin up / spin down) (eV): -8.219 / -8.515
Energy (Eh): -269.1578

Mulliken population analysis, charges in e, atoms 1 to 2: -0.951, 0.689


Entry 11:
Here is an isolated molecule of C5H6O from OMol25. Energies are from wB97M-V/def2-TZVPD.

CARTESIAN COORDINATES (ANGSTROEM)
C: 2.144 -0.406 1.227
C: 2.060 -0.212 -0.094
C: 0.806 -0.139 -0.602
O: 0.187 0.045 -1.740
C: -0.477 0.499 -0.413
C: -1.881 -0.029 -0.421
H: 1.270 -0.750 1.783
H: 3.032 -0.195 1.811
H: -0.402 1.549 -0.125
H: -2.477 0.286 0.440
H: -1.952 -1.109 -0.563
H: -2.310 0.460 -1.304

Properties
Total charge: 0
Gap between HOMO and LUMO (spin up / spin down) (eV): 7.9 / 7.9
2S+1: 1
M (g/mol): 82.1
SMILES string: C=C=C1O[C@H]1C
HOMO energy (spin up / spin down) (eV): -8.221 / -8.222
Energy (Eh): -269.1692

Mulliken population analysis, charges in e, atoms 1 to 2: -0.449, -0.567


Entry 12:
Here is an isolated molecule of C5H6O from OMol25. Energies are from wB97M-V/def2-TZVPD.

CARTESIAN COORDINATES (ANGSTROEM)
C: 2.899 0.157 0.951
C: 1.813 -0.225 0.604
C: 0.509 -0.672 0.143
O: 0.286 -0.217 -1.177
C: -0.518 0.344 -0.111
C: -1.944 0.148 -0.513
H: 3.858 0.452 1.317
H: 0.205 -1.666 0.469
H: -0.279 1.311 0.337
H: -2.694 0.377 0.243
H: -2.072 -0.858 -0.916
H: -2.062 0.849 -1.347

Properties
Total charge: 0
Gap between HOMO and LUMO (eV): 11.1
2S+1: 1
M (g/mol): 82.1
SMILES string: C#C[C@@H]1O[C@H]1C
HOMO energy (eV): -9.997
Energy (Eh): -269.2336

Mulliken population analysis, charges in e, atoms 1 to 2: 0.441, -0.934


What is the formula in the first record? C5H6O


What is the 2S+1 in the fifth record? 1